{
  "formula": "C30H29CoN3O5S8",
  "method": "ωB97M-V/def2-TZVPD",
  "total_charge": -2,
  "e_above_lowest_kj_mol": 0.0,
  "s2": 0.838,
  "spin_multiplicity": 2,
  "total_energy_ev": -170602.106,
  "molar_mass_g_mol": 827.047,
  "elements": ["Co", "C", "C", "N", "N", "C", "S", "S", "C", "C", "C", "C", "C", "C", "C", "C", "C", "C", "C", "C", "C", "O", "H", "H", "H", "H", "H", "H", "H", "H", "H", "H", "H", "H", "H", "H", "C", "S", "C", "C", "S", "S", "C", "S", "S", "H", "H", "H", "C", "C", "C", "C", "C", "C", "C", "S", "O", "O", "N", "C", "C", "C", "O", "O", "H", "H", "H", "H", "H", "H", "H", "H", "H", "H", "H", "H"],
  "positions_angstrom": [[-1.89, 0.21, -0.90], [0.05, 1.77, 2.62], [-0.89, 1.63, 1.45], [-1.14, 0.47, 0.93], [-0.57, -0.62, 1.61], [-0.60, -1.71, 0.94], [-1.21, -1.96, -0.64], [-0.03, -3.15, 1.87], [-1.62, -3.53, 2.66], [-2.01, -2.61, 3.78], [-2.80, -1.49, 3.53], [-3.13, -0.61, 4.55], [-2.67, -0.84, 5.84], [-1.89, -1.96, 6.10], [-1.56, -2.83, 5.08], [-1.51, 2.85, 0.94], [-1.14, 4.09, 1.50], [-1.71, 5.28, 1.12], [-2.70, 5.26, 0.13], [-3.10, 4.08, -0.43], [-2.53, 2.83, -0.06], [-3.00, 1.77, -0.61], [0.45, 0.81, 2.91], [-0.46, 2.22, 3.48], [0.86, 2.44, 2.33], [-1.52, -4.56, 3.02], [-2.37, -3.52, 1.87], [-3.14, -1.29, 2.52], [-3.73, 0.26, 4.34], [-2.92, -0.16, 6.64], [-1.53, -2.15, 7.11], [-0.94, -3.70, 5.28], [-0.37, 4.11, 2.26], [-1.38, 6.21, 1.56], [-3.15, 6.19, -0.21], [-3.86, 4.05, -1.21], [-0.78, -2.55, -4.52], [-2.06, -2.03, -5.69], [-2.07, -0.30, -5.39], [-2.47, 0.31, -4.25], [-3.17, -0.39, -2.83], [-2.31, 2.06, -4.30], [-1.75, 2.24, -5.92], [-1.45, 3.70, -6.65], [-1.49, 0.72, -6.68], [-0.68, -3.63, -4.62], [-1.10, -2.31, -3.51], [0.17, -2.07, -4.75], [3.05, -1.24, 3.12], [3.49, -1.06, 1.69], [3.45, 0.19, 1.07], [3.80, 0.35, -0.26], [4.21, -0.76, -0.98], [4.26, -2.01, -0.39], [3.90, -2.15, 0.94], [4.57, -0.60, -2.72], [4.85, -1.94, -3.18], [5.56, 0.43, -2.86], [3.22, -0.08, -3.42], [2.02, -0.92, -3.23], [0.76, -0.07, -3.30], [0.73, 1.14, -2.37], [1.73, 1.90, -2.37], [-0.30, 1.30, -1.66], [2.94, -0.28, 3.62], [3.77, -1.84, 3.68], [2.08, -1.75, 3.16], [3.10, 1.05, 1.63], [3.71, 1.32, -0.73], [4.56, -2.86, -0.98], [3.92, -3.13, 1.40], [2.94, 0.88, -3.08], [2.05, -1.41, -2.25], [2.01, -1.71, -3.98], [-0.09, -0.71, -3.06], [0.62, 0.31, -4.32]],
  "mulliken_spin": [1.04, 0.00, 0.00, -0.03, 0.01, -0.01, -0.04, 0.00, 0.00, 0.00, 0.00, 0.00, 0.00, 0.00, 0.00, 0.00, -0.01, 0.01, 0.00, 0.00, 0.01, 0.02, 0.00, 0.00, 0.00, 0.00, 0.00, 0.00, 0.00, 0.00, 0.00, 0.00, 0.00, 0.00, 0.00, 0.00, 0.00, 0.00, -0.01, 0.00, -0.01, 0.00, 0.00, 0.00, 0.00, 0.00, 0.00, 0.00, 0.00, 0.00, 0.00, 0.00, 0.00, 0.00, 0.00, 0.00, 0.00, 0.00, 0.00, 0.00, 0.00, 0.01, 0.00, 0.02, 0.00, 0.00, 0.00, 0.00, 0.00, 0.00, 0.00, 0.00, 0.00, 0.00, 0.00, 0.00]
}

***

{
  "formula": "C29H33N5OS6SbTi",
  "method": "ωB97M-V/def2-TZVPD",
  "total_charge": -2,
  "e_above_lowest_kj_mol": 0.0,
  "s2": 0.777,
  "spin_multiplicity": 2,
  "total_energy_ev": -134774.475,
  "molar_mass_g_mol": 829.646,
  "elements": ["Ti", "C", "C", "N", "N", "C", "S", "S", "C", "C", "C", "C", "C", "C", "C", "C", "C", "C", "C", "C", "C", "O", "H", "H", "H", "H", "H", "H", "H", "H", "H", "H", "H", "H", "H", "H", "S", "Sb", "S", "S", "S", "C", "N", "C", "C", "C", "C", "C", "C", "C", "C", "H", "H", "H", "H", "H", "H", "H", "H", "H", "H", "H", "H", "H", "C", "C", "N", "C", "C", "N", "H", "H", "H", "H", "H", "H"],
  "positions_angstrom": [[-1.53, -0.18, -0.15], [-0.46, -0.80, 4.02], [-0.25, -0.68, 2.54], [-1.30, -0.99, 1.71], [-2.04, -2.05, 2.21], [-2.44, -2.83, 1.28], [-2.18, -2.57, -0.42], [-3.13, -4.40, 1.82], [-1.66, -5.00, 2.74], [-0.36, -4.92, 1.98], [-0.14, -5.68, 0.84], [1.05, -5.55, 0.14], [2.02, -4.65, 0.55], [1.79, -3.87, 1.68], [0.61, -4.02, 2.39], [1.04, -0.37, 2.03], [2.16, -0.17, 2.88], [3.45, -0.03, 2.40], [3.70, -0.09, 1.03], [2.63, -0.25, 0.16], [1.33, -0.35, 0.62], [0.33, -0.41, -0.25], [-1.52, -0.76, 4.24], [0.04, 0.00, 4.56], [-0.08, -1.76, 4.42], [-1.88, -6.03, 3.03], [-1.58, -4.40, 3.64], [-0.92, -6.33, 0.48], [1.20, -6.14, -0.77], [2.93, -4.53, -0.02], [2.52, -3.13, 1.99], [0.42, -3.38, 3.25], [2.01, -0.15, 3.95], [4.26, 0.11, 3.10], [4.71, -0.01, 0.65], [2.78, -0.30, -0.92], [-4.58, 5.14, -0.62], [-3.09, 3.83, -1.73], [-3.87, 0.35, 0.29], [-2.54, 1.95, 0.30], [-0.96, 4.87, -1.53], [0.07, 3.41, -4.31], [0.63, 2.64, -3.16], [1.93, 2.01, -3.47], [-0.32, 1.69, -2.48], [-1.01, 0.58, -3.23], [-1.02, 0.39, -4.60], [-1.98, -0.43, -5.18], [-2.95, -1.01, -4.38], [-2.88, -0.86, -3.00], [-1.88, -0.12, -2.37], [0.79, 4.18, -4.57], [-0.85, 3.87, -3.94], [-0.10, 2.74, -5.15], [0.75, 3.36, -2.42], [1.75, 1.18, -4.16], [2.34, 1.62, -2.54], [2.59, 2.74, -3.92], [-1.07, 2.39, -2.10], [0.24, 1.31, -1.62], [-0.32, 0.90, -5.26], [-2.00, -0.57, -6.26], [-3.74, -1.61, -4.82], [-3.62, -1.36, -2.38], [-0.80, 2.94, 3.12], [0.31, 3.23, 2.18], [0.59, 2.57, 1.09], [1.72, 3.15, 0.57], [2.12, 4.19, 1.34], [1.21, 4.24, 2.37], [-0.42, 2.78, 4.13], [-1.32, 2.05, 2.79], [-1.53, 3.76, 3.15], [2.19, 2.77, -0.32], [2.93, 4.89, 1.26], [1.17, 4.92, 3.11]],
  "mulliken_spin": [0.04, -0.01, 0.35, 0.15, -0.01, 0.04, 0.01, 0.00, 0.00, 0.01, 0.00, 0.00, 0.01, 0.00, 0.00, -0.14, 0.25, -0.12, 0.24, -0.07, 0.17, 0.01, 0.01, 0.01, 0.00, 0.00, 0.00, 0.00, 0.00, 0.00, -0.01, 0.00, 0.03, -0.01, 0.02, -0.02, 0.00, 0.00, 0.01, 0.00, 0.00, 0.00, 0.00, 0.00, 0.00, 0.00, 0.00, 0.00, 0.00, 0.01, 0.00, 0.00, 0.00, 0.00, 0.00, 0.00, 0.00, 0.00, 0.00, 0.01, 0.00, 0.00, 0.00, 0.00, 0.02, -0.01, 0.00, 0.00, 0.00, 0.00, 0.00, -0.01, 0.00, 0.01, 0.00, 0.00]
}

***

{
  "formula": "C5H6O",
  "method": "ωB97M-V/def2-TZVPD",
  "total_charge": 0,
  "e_above_lowest_kj_mol": 250.2,
  "smiles": "C#CC1(O)CC1",
  "spin_multiplicity": 1,
  "total_energy_ev": -7326.692,
  "molar_mass_g_mol": 82.102,
  "elements": ["C", "C", "C", "O", "C", "C", "H", "H", "H", "H", "H", "H"],
  "positions_angstrom": [[2.54, 0.26, 0.14], [1.35, 0.11, 0.05], [-0.08, 0.19, -0.20], [-0.40, 1.28, -1.02], [-0.94, -1.01, -0.43], [-1.12, -0.21, 0.82], [3.60, 0.40, 0.19], [0.00, 2.05, -0.61], [-1.67, -0.89, -1.23], [-0.50, -2.00, -0.36], [-1.97, 0.46, 0.87], [-0.81, -0.64, 1.77]],
  "lowdin_charge": [0.13, -0.05, -0.55, 0.02, -0.06, -0.06, 0.03, 0.11, 0.11, 0.11, 0.11, 0.11]
}

***

{
  "formula": "C4H8N3O2",
  "method": "ωB97M-V/def2-TZVPD",
  "total_charge": 1,
  "e_above_lowest_kj_mol": 0.0,
  "s2": 2.014,
  "spin_multiplicity": 3,
  "total_energy_ev": -12832.044,
  "molar_mass_g_mol": 130.127,
  "elements": ["C", "C", "C", "C", "N", "N", "N", "O", "O", "H", "H", "H", "H", "H", "H", "H", "H"],
  "positions_angstrom": [[0.47, -1.75, -0.34], [-1.07, 0.27, -0.05], [-0.92, -1.20, 0.11], [2.11, 0.13, 0.16], [1.56, -1.13, -0.14], [-0.46, 1.02, -0.94], [-2.07, 0.94, 0.59], [2.70, 0.28, 1.26], [2.07, 0.94, -0.79], [0.60, -2.73, -0.82], [-1.85, -1.69, -0.42], [-1.07, -1.39, 1.19], [-0.50, 2.10, -1.01], [-2.76, 0.47, 1.17], [-2.38, 1.90, 0.45], [3.29, 1.16, 1.17], [0.29, 0.68, -1.58]],
  "mulliken_spin": [0.64, 0.03, 0.06, -0.04, 0.98, -0.01, 0.00, 0.00, 0.21, 0.09, 0.01, 0.03, 0.00, 0.00, 0.00, 0.00, 0.00]
}